# 1
A structure of composition C45H33F6N2O9P2PbS2. Source: the OMol25 dataset; level of theory: ωB97M-V/def2-TZVPD.

The calculation puts the orbital gap at 8.549 eV. For the total energy, the calculation gives -130386.7957 eV. Its spin multiplicity is 1. For the LUMO energy, the calculation gives -7.89 eV. The charge is +3.

Each line ends with the Löwdin charge.
Cartesian coordinates (Å):
Pb 0.467 -1.791 2.205  1.63
O 1.622 -5.835 3.820  0.21
C 1.556 -4.578 3.493  -0.45
O 1.257 -4.162 2.382  -0.03
C 1.906 -3.639 4.610  -0.16
C 2.437 -4.053 5.823  0.08
C 2.699 -3.084 6.779  0.03
C 2.409 -1.755 6.500  0.06
C 1.880 -1.433 5.258  -0.15
N 1.663 -2.366 4.336  0.07
C 1.518 -0.039 4.809  -0.44
O 1.550 0.951 5.665  0.21
O 1.206 0.183 3.652  -0.03
H 1.344 -6.422 3.096  0.18
H 2.641 -5.100 5.999  0.14
H 3.123 -3.363 7.734  0.14
H 2.619 -1.002 7.248  0.13
H 1.773 0.720 6.576  0.13
F -3.216 -4.658 -0.416  0.17
C -3.776 -3.791 0.411  -0.68
F -4.811 -4.316 1.017  0.20
F -4.148 -2.712 -0.280  0.14
S -2.473 -3.265 1.629  0.60
O -1.709 -2.254 0.885  -0.45
O -1.683 -4.388 2.045  -0.27
N -3.326 -2.617 2.794  -0.27
S -2.528 -2.416 4.130  0.66
O -1.104 -2.086 3.837  -0.50
O -3.142 -1.522 5.041  -0.21
C -2.375 -4.088 4.996  -0.65
F -2.709 -3.934 6.259  0.19
F -1.103 -4.506 4.936  0.13
F -3.159 -4.973 4.420  0.18
O 1.159 3.726 -2.478  -0.06
C 1.821 3.172 -3.560  -0.25
C 2.332 3.853 -4.639  0.04
C 3.057 3.124 -5.577  -0.01
C 3.262 1.758 -5.427  -0.03
C 2.736 1.075 -4.342  -0.04
C 1.990 1.793 -3.411  -0.23
P 1.282 1.225 -1.855  1.13
C 2.198 1.914 -0.470  -0.33
C 1.676 2.930 0.328  -0.10
C 2.419 3.417 1.389  -0.03
C 3.697 2.924 1.623  -0.03
C 4.243 1.960 0.786  -0.04
C 3.496 1.442 -0.259  -0.07
C 1.385 -0.579 -1.877  -0.31
C 1.867 -1.335 -0.801  -0.14
C 2.031 -2.704 -0.926  -0.07
C 1.694 -3.340 -2.114  -0.02
C 1.203 -2.603 -3.181  -0.02
C 1.046 -1.230 -3.068  -0.11
C -0.091 4.279 -2.671  -0.26
C -0.274 5.579 -3.095  0.03
C -1.566 6.079 -3.179  -0.01
C -2.657 5.284 -2.845  -0.03
C -2.469 3.981 -2.421  -0.04
C -1.174 3.468 -2.337  -0.24
P -0.925 1.753 -1.821  1.13
C -1.833 1.470 -0.288  -0.31
C -3.206 1.258 -0.458  -0.08
C -4.044 1.241 0.644  -0.02
C -3.531 1.460 1.914  -0.02
C -2.165 1.631 2.088  -0.04
C -1.309 1.614 0.998  -0.08
C -1.608 0.650 -3.056  -0.37
C -1.950 -0.652 -2.673  -0.10
C -2.568 -1.483 -3.590  -0.04
C -2.835 -1.029 -4.877  -0.02
C -2.458 0.251 -5.264  -0.03
C -1.841 1.097 -4.357  -0.06
H 2.203 4.922 -4.745  0.13
H 3.483 3.643 -6.425  0.13
H 3.845 1.222 -6.164  0.13
H 2.913 0.016 -4.224  0.11
H 0.712 3.365 0.101  0.10
H 2.009 4.194 2.019  0.13
H 4.280 3.316 2.445  0.12
H 5.260 1.621 0.935  0.12
H 3.921 0.694 -0.918  0.12
H 2.211 -0.828 0.091  0.06
H 2.444 -3.279 -0.106  0.11
H 1.835 -4.408 -2.217  0.13
H 0.970 -3.091 -4.118  0.13
H 0.678 -0.666 -3.915  0.11
H 0.579 6.197 -3.341  0.13
H -1.719 7.101 -3.498  0.13
H -3.659 5.684 -2.919  0.13
H -3.322 3.368 -2.161  0.11
H -3.628 1.103 -1.442  0.11
H -5.103 1.077 0.498  0.13
H -4.193 1.496 2.769  0.13
H -1.762 1.806 3.077  0.12
H -0.252 1.742 1.164  0.08
H -1.770 -0.997 -1.660  0.11
H -2.859 -2.482 -3.293  0.12
H -3.350 -1.672 -5.578  0.13
H -2.662 0.598 -6.268  0.12
H -1.564 2.103 -4.649  0.12

---

# 2
A structure of composition C45H34BrF3I2N3OOsSb. Source: the OMol25 dataset; level of theory: ωB97M-V/def2-TZVPD.

The calculation puts the orbital gap (spin up / spin down) at 5.985 / 4.915 eV. For the total energy, the calculation gives -157117.7471 eV. Its spin multiplicity is 5. For the LUMO energy (spin up / spin down), the calculation gives -6.90 / -7.97 eV. The charge is +2.

Each line ends with the Mulliken spin population.
Cartesian coordinates (Å):
Os -0.356 1.408 -0.626  2.49
Br -5.365 -3.050 4.356  0.01
C -5.985 -1.621 3.323  0.04
C -7.206 -1.736 2.668  -0.02
C -7.674 -0.672 1.925  0.04
C -6.892 0.474 1.800  0.05
C -5.674 0.596 2.482  0.04
C -5.222 -0.456 3.250  -0.01
N -7.423 1.509 1.005  0.15
N -6.772 2.422 0.548  0.23
C -5.463 2.562 0.213  0.19
C -4.919 3.863 0.253  0.04
C -3.587 4.091 0.031  0.04
C -2.740 3.016 -0.274  0.12
O -1.477 3.152 -0.482  0.14
C -3.305 1.691 -0.429  -0.02
N -2.422 0.719 -0.818  -0.01
C -2.901 -0.474 -1.150  0.00
C -4.266 -0.766 -1.078  0.00
C -5.140 0.180 -0.609  0.02
C -4.657 1.452 -0.252  -0.01
H -7.787 -2.645 2.758  0.00
H -8.636 -0.719 1.422  0.00
H -5.111 1.522 2.438  0.00
H -4.294 -0.379 3.803  0.00
H -5.581 4.684 0.506  -0.01
H -3.164 5.090 0.085  0.00
H -2.190 -1.216 -1.489  -0.01
H -4.609 -1.743 -1.387  0.00
H -6.200 -0.044 -0.549  0.01
I 0.099 5.768 -0.259  0.00
I 1.658 7.910 -0.056  0.00
F 8.651 3.066 -0.181  0.00
C 8.073 3.899 -1.067  0.00
F 8.633 3.690 -2.262  0.00
F 8.338 5.152 -0.686  0.00
C 6.586 3.640 -1.098  0.08
C 6.046 2.823 -2.084  -0.03
C 4.704 2.502 -2.040  0.09
C 3.904 2.998 -0.996  0.04
C 4.454 3.858 -0.031  0.10
C 5.793 4.177 -0.088  -0.03
C 2.576 2.556 -0.874  0.43
C 1.406 2.132 -0.758  -0.32
H 6.676 2.448 -2.880  0.00
H 4.264 1.862 -2.795  0.00
H 3.820 4.265 0.749  0.00
H 6.231 4.838 0.651  0.00
C 2.284 -2.988 2.356  0.00
C 0.815 -2.666 2.528  0.00
C 0.144 -3.198 3.631  0.00
C -1.209 -2.983 3.850  0.00
C -1.945 -2.223 2.952  0.00
C -1.301 -1.678 1.852  0.02
C 0.063 -1.888 1.634  0.00
Sb 0.784 -0.930 -0.117  0.06
C 2.895 -0.880 -0.089  -0.02
C 3.412 0.119 0.738  0.02
C 4.782 0.273 0.879  0.00
C 5.631 -0.568 0.172  0.00
C 5.109 -1.559 -0.650  0.01
C 3.735 -1.751 -0.797  0.01
C 3.241 -2.879 -1.673  0.00
C 0.023 -2.218 -1.622  -0.01
C -0.512 -3.450 -1.245  0.00
C -1.116 -4.269 -2.192  0.00
C -1.186 -3.849 -3.512  0.00
C -0.650 -2.620 -3.886  0.00
C -0.039 -1.785 -2.954  -0.01
C 0.534 -0.456 -3.400  0.08
H 2.579 -3.780 3.043  0.00
H 2.914 -2.121 2.562  0.00
H 2.513 -3.325 1.345  0.00
H 0.704 -3.809 4.331  0.00
H -1.690 -3.414 4.720  0.00
H -3.007 -2.056 3.107  0.00
H -1.878 -1.078 1.158  -0.01
H 2.746 0.788 1.277  -0.01
H 5.181 1.038 1.536  0.00
H 6.706 -0.456 0.263  0.00
H 5.786 -2.217 -1.188  0.00
H 4.080 -3.471 -2.039  0.00
H 2.692 -2.512 -2.543  0.00
H 2.575 -3.551 -1.129  0.00
H -0.460 -3.775 -0.211  0.00
H -1.520 -5.231 -1.899  0.00
H -1.650 -4.483 -4.259  0.00
H -0.698 -2.307 -4.925  0.00
H 0.590 -0.390 -4.487  0.00
H 1.537 -0.282 -3.002  -0.01
H -0.092 0.383 -3.082  0.00

---

# 3
A structure of composition C45H34BrN2O2RuSi at a distorted geometry. Source: the OMol25 dataset; level of theory: ωB97M-V/def2-TZVPD.

The calculation puts the orbital gap (spin up / spin down) at 6.225 / 5.149 eV. For the total energy, the calculation gives -134785.9677 eV. Its spin multiplicity is 5. For the LUMO energy (spin up / spin down), the calculation gives -3.71 / -5.08 eV. The charge is +1.

Each line ends with the Mulliken spin population.
Cartesian coordinates (Å):
Ru 0.809 -0.608 0.153  2.87
C 1.110 1.318 -2.850  -0.01
O 0.835 1.277 -1.458  0.06
C 0.158 2.336 -0.894  -0.09
C 0.018 3.570 -1.507  -0.02
C -0.643 4.606 -0.865  0.02
C -1.191 4.412 0.393  -0.01
C -1.071 3.187 1.006  0.04
C -0.389 2.124 0.393  0.13
N -0.309 0.889 1.011  -0.08
N -0.719 0.873 2.239  0.04
C -0.953 -0.160 3.020  0.10
C -0.861 -1.550 2.582  -0.01
O -0.572 -1.855 1.389  0.17
C -1.140 -2.561 3.551  0.01
C -1.479 -2.261 4.831  0.02
C -1.557 -0.916 5.295  0.02
C -1.901 -0.614 6.621  -0.01
C -1.993 0.690 7.049  0.03
C -1.735 1.731 6.160  -0.02
C -1.400 1.460 4.853  0.04
C -1.304 0.139 4.388  0.01
H 0.210 1.544 -3.432  0.00
H 1.467 0.323 -3.122  0.00
H 1.891 2.052 -3.077  0.00
H 0.433 3.740 -2.486  0.00
H -0.731 5.563 -1.353  0.00
H -1.716 5.218 0.883  0.00
H -1.526 3.013 1.967  0.00
H -1.110 -3.582 3.200  0.00
H -1.698 -3.056 5.530  0.00
H -2.091 -1.423 7.308  0.00
H -2.266 0.916 8.066  0.00
H -1.797 2.752 6.500  0.00
H -1.204 2.272 4.170  0.01
Br 2.413 -1.976 -1.271  0.02
C 1.122 -2.504 -2.625  0.00
C 1.512 -3.256 -3.696  0.01
C 0.559 -3.570 -4.675  -0.01
C -0.731 -3.135 -4.544  0.01
C -1.143 -2.383 -3.424  0.00
C -2.474 -1.952 -3.255  0.04
C -2.840 -1.253 -2.140  0.00
C -1.898 -0.936 -1.146  0.03
C -0.581 -1.293 -1.282  0.28
C -0.190 -2.040 -2.418  -0.07
H 2.533 -3.587 -3.798  0.00
H 0.864 -4.144 -5.536  0.00
H -1.466 -3.360 -5.303  0.00
H -3.205 -2.195 -4.011  0.00
H -3.865 -0.938 -2.005  0.00
H -2.255 -0.414 -0.267  0.01
C 6.966 -0.716 -0.275  0.01
C 6.211 0.349 -0.741  0.00
C 4.943 0.569 -0.238  0.00
C 4.414 -0.260 0.752  0.04
C 5.178 -1.335 1.199  0.01
C 6.444 -1.560 0.689  0.00
Si 2.715 0.140 1.538  0.01
C 2.258 -1.208 2.825  0.16
C 2.207 -2.566 2.499  -0.02
C 1.943 -3.512 3.476  -0.02
C 1.708 -3.118 4.784  0.03
C 1.750 -1.774 5.115  0.00
C 2.015 -0.828 4.143  0.05
C 2.884 1.840 2.387  0.07
C 4.110 2.503 2.412  0.01
C 4.250 3.699 3.094  0.00
C 3.170 4.266 3.750  0.01
C 1.948 3.617 3.738  -0.01
C 1.814 2.416 3.068  -0.02
H 7.958 -0.886 -0.660  0.00
H 6.620 1.010 -1.490  0.00
H 4.358 1.405 -0.600  0.00
H 4.788 -1.986 1.968  0.00
H 7.025 -2.392 1.055  0.00
H 2.399 -2.899 1.484  0.01
H 1.911 -4.560 3.214  0.00
H 1.502 -3.858 5.543  0.00
H 1.582 -1.458 6.132  0.00
H 2.063 0.216 4.411  0.01
H 4.970 2.087 1.911  0.00
H 5.210 4.195 3.108  0.00
H 3.281 5.210 4.261  0.00
H 1.100 4.049 4.250  0.00
H 0.860 1.915 3.079  -0.01